The following is a quantum chemistry calculation of one molecule with the formula C4H4N2O in a non-equilibrium geometry, from OMol25.

```
! wB97M-V def2-TZVPD RIJCOSX def2/J DEFGRID3
* xyz 0 1
N 2.993 -0.052 -0.008
C 1.839 0.162 0.030
C 0.448 0.075 0.046
N -0.147 -1.017 0.052
O -1.476 -1.001 -0.135
C -1.961 0.369 0.108
C -0.621 1.187 -0.066
H -2.458 0.404 1.095
H -2.801 0.763 -0.525
H -0.452 1.974 0.591
H -0.624 1.597 -1.097
*
```

Computed properties:
* relative energy (zero: lowest compared OMol25 entry of this formula, charge and spin): 71.4 kcal/mol
* electronic energy: -339.46788 a.u.
* HOMO-LUMO gap: 10.47 eV

***

The following is a quantum chemistry calculation of a 18-piece molecular cluster, C72H192N12O24 overall in a non-equilibrium geometry, from OMol25.

```
! wB97M-V def2-TZVPD RIJCOSX def2/J DEFGRID3
* xyz 0 1
C -17.035 23.654 6.275
C -16.520 24.007 7.589
C -14.937 24.107 7.611
O -14.401 24.303 8.932
C -12.992 24.199 9.058
N -17.079 25.237 8.070
H -18.117 23.597 6.157
H -16.690 22.718 5.836
H -16.670 24.346 5.515
H -16.837 23.141 8.171
H -14.703 25.019 7.060
H -14.475 23.231 7.156
H -12.473 24.768 8.285
H -12.740 23.164 8.826
H -12.793 24.425 10.105
H -17.033 25.963 7.369
H -16.429 25.575 8.765
C -20.130 25.582 10.778
C -20.243 26.902 10.006
C -19.535 28.080 10.738
O -19.856 29.287 10.004
C -19.137 30.439 10.453
N -19.768 26.702 8.670
H -20.696 25.646 11.707
H -19.105 25.504 11.142
H -20.447 24.682 10.251
H -21.282 27.171 9.820
H -18.493 27.802 10.899
H -19.938 28.225 11.741
H -19.584 31.347 10.046
H -18.095 30.371 10.141
H -19.119 30.523 11.540
H -19.294 27.573 8.475
H -18.959 26.101 8.727
C -21.615 23.085 19.225
C -20.608 24.102 18.637
C -19.121 23.647 18.954
O -18.561 22.747 17.917
C -17.210 22.748 17.828
N -20.902 24.114 17.215
H -22.628 23.486 19.228
H -21.301 22.943 20.259
H -21.524 22.129 18.710
H -20.760 25.044 19.163
H -18.907 23.159 19.905
H -18.558 24.579 18.898
H -16.732 22.404 18.745
H -16.841 23.735 17.549
H -16.802 22.123 17.033
H -20.158 24.437 16.612
H -20.998 23.168 16.873
C -19.148 27.807 14.499
C -18.192 27.065 15.357
C -17.930 25.622 14.855
O -19.154 24.909 14.753
C -18.929 23.591 14.346
N -16.961 27.763 15.293
H -20.160 27.406 14.447
H -18.882 27.981 13.457
H -19.267 28.817 14.893
H -18.486 27.044 16.407
H -17.247 25.131 15.548
H -17.477 25.535 13.867
H -18.519 23.604 13.336
H -19.871 23.047 14.271
H -18.202 23.066 14.967
H -16.525 27.918 14.395
H -16.213 27.279 15.768
C -18.493 18.853 6.482
C -17.104 19.495 6.584
C -16.276 19.102 7.823
O -15.122 19.863 8.033
C -14.651 19.668 9.280
N -16.203 19.202 5.505
H -18.361 17.778 6.361
H -19.008 19.157 5.571
H -19.081 19.170 7.343
H -17.275 20.572 6.606
H -15.975 18.056 7.762
H -16.954 19.156 8.675
H -13.791 20.319 9.437
H -14.262 18.673 9.492
H -15.355 19.791 10.103
H -15.267 19.238 5.882
H -16.156 20.029 4.927
C -13.667 26.652 11.871
C -15.137 26.896 11.449
C -15.457 28.337 11.608
O -15.446 28.628 12.983
C -15.693 30.032 13.224
N -15.250 26.662 10.028
H -13.385 26.955 12.879
H -12.848 26.970 11.225
H -13.529 25.572 11.917
H -15.856 26.269 11.977
H -16.487 28.563 11.333
H -14.794 28.931 10.978
H -16.594 30.381 12.719
H -14.788 30.556 12.916
H -15.838 30.200 14.291
H -14.816 25.772 9.828
H -14.729 27.373 9.535
C -17.160 15.772 20.120
C -17.811 14.544 19.517
O -18.217 13.705 20.476
H -16.408 15.463 20.846
H -17.922 16.417 20.557
H -16.671 16.430 19.401
H -17.070 13.874 19.080
H -18.619 14.682 18.799
H -18.873 14.109 21.048
C -12.215 19.808 17.807
C -13.531 20.531 17.526
O -13.472 20.700 16.115
H -12.366 19.242 18.727
H -11.361 20.478 17.905
H -11.957 19.095 17.023
H -13.479 21.435 18.133
H -14.347 19.897 17.872
H -14.112 20.106 15.716
C -13.582 24.097 16.465
C -14.271 25.164 15.568
O -14.874 26.150 16.452
H -12.942 23.419 15.900
H -14.347 23.475 16.930
H -13.050 24.524 17.315
H -15.091 24.704 15.017
H -13.638 25.691 14.854
H -14.113 26.553 16.874
C -13.068 13.216 13.234
C -11.885 12.915 14.192
O -12.223 11.883 15.038
H -13.194 12.331 12.610
H -13.002 14.105 12.608
H -13.961 13.280 13.855
H -11.634 13.830 14.729
H -10.986 12.522 13.715
H -11.395 11.511 15.353
C -12.868 15.183 20.070
C -12.781 16.664 19.635
O -13.981 17.420 20.095
H -12.803 15.138 21.157
H -11.996 14.633 19.717
H -13.760 14.682 19.693
H -12.812 16.819 18.556
H -11.884 17.091 20.084
H -13.884 17.768 20.984
C -16.859 11.837 15.653
C -17.307 13.290 15.836
O -18.747 13.273 15.947
H -17.107 11.543 14.633
H -17.230 11.162 16.424
H -15.782 11.762 15.806
H -16.898 13.939 15.062
H -16.932 13.679 16.782
H -18.958 14.208 16.006
C -18.397 18.571 11.036
O -17.134 17.881 11.010
C -17.015 17.014 12.132
C -15.608 16.553 12.450
N -14.705 17.739 12.583
C -13.299 17.338 12.821
C -12.385 18.539 12.792
O -12.297 19.112 11.512
C -11.334 20.215 11.464
H -18.309 19.456 11.666
H -19.197 17.965 11.463
H -18.620 18.852 10.007
H -17.504 16.058 11.946
H -17.440 17.391 13.063
H -15.171 15.941 11.662
H -15.632 16.085 13.434
H -14.848 18.255 11.726
H -12.955 16.557 12.142
H -13.272 16.870 13.805
H -11.442 18.140 13.166
H -12.815 19.352 13.376
H -10.313 19.836 11.414
H -11.427 21.089 12.109
H -11.615 20.608 10.487
C -19.805 20.099 16.485
O -19.778 18.687 16.528
C -21.024 18.099 16.191
C -20.879 16.538 16.359
N -19.806 15.956 15.559
C -20.099 15.921 14.129
C -21.215 14.932 13.807
O -22.505 15.506 14.073
C -23.639 14.832 13.529
H -20.343 20.558 17.314
H -20.310 20.450 15.585
H -18.814 20.549 16.532
H -21.317 18.281 15.157
H -21.815 18.462 16.848
H -21.848 16.068 16.194
H -20.540 16.242 17.352
H -19.132 16.707 15.598
H -19.181 15.557 13.668
H -20.363 16.890 13.704
H -21.137 14.000 14.367
H -21.193 14.592 12.771
H -23.700 14.904 12.443
H -24.574 15.063 14.040
H -23.576 13.802 13.883
C -23.171 20.879 15.832
O -22.767 20.553 14.520
C -23.771 20.327 13.513
C -23.113 19.616 12.324
N -22.347 20.531 11.387
C -21.192 21.132 12.015
C -20.388 22.015 11.000
O -19.701 21.184 10.083
C -18.655 21.947 9.371
H -24.016 20.252 16.115
H -23.536 21.896 15.976
H -22.404 20.683 16.582
H -24.190 21.297 13.247
H -24.581 19.691 13.871
H -23.933 19.287 11.685
H -22.608 18.670 12.521
H -22.012 19.988 10.604
H -20.493 20.376 12.372
H -21.474 21.706 12.898
H -19.735 22.683 11.562
H -21.133 22.644 10.513
H -19.124 22.872 9.034
H -18.300 21.328 8.547
H -17.872 22.136 10.105
C -10.523 16.220 16.622
O -9.892 17.284 17.346
C -8.991 16.763 18.355
C -7.543 16.475 17.839
N -7.390 15.120 17.234
C -5.970 14.892 17.130
C -5.704 13.559 16.447
O -5.826 12.506 17.431
C -5.230 11.226 17.079
H -11.287 16.529 15.909
H -10.995 15.487 17.277
H -9.816 15.638 16.032
H -9.443 15.915 18.871
H -8.963 17.594 19.060
H -6.747 16.685 18.554
H -7.344 17.304 17.161
H -7.842 14.384 17.757
H -5.445 14.830 18.084
H -5.523 15.691 16.538
H -4.679 13.586 16.078
H -6.479 13.322 15.718
H -5.815 10.365 17.403
H -4.187 11.199 17.397
H -5.118 11.088 16.004
C -14.826 12.032 18.856
O -14.352 10.683 18.838
C -13.918 10.187 17.617
C -12.816 9.063 17.704
N -13.385 7.794 18.173
C -12.407 6.824 18.478
C -12.937 5.537 19.151
O -13.471 5.928 20.372
C -13.748 4.866 21.285
H -15.226 12.364 19.813
H -15.591 12.146 18.088
H -14.033 12.746 18.632
H -13.430 11.042 17.149
H -14.722 9.927 16.928
H -12.002 9.364 18.363
H -12.275 9.066 16.757
H -13.967 7.978 18.978
H -11.627 7.274 19.091
H -11.919 6.533 17.548
H -12.089 4.857 19.231
H -13.669 5.056 18.502
H -14.556 4.305 20.816
H -14.159 5.352 22.170
H -12.889 4.235 21.517
C -16.104 22.987 12.070
O -16.578 21.853 12.743
C -15.608 21.144 13.504
C -16.395 20.170 14.338
N -15.505 19.276 14.994
C -16.163 18.604 16.124
C -15.261 17.571 16.783
O -15.364 16.347 16.045
C -14.246 15.602 16.206
H -15.665 22.745 11.102
H -15.408 23.632 12.607
H -16.927 23.651 11.808
H -15.200 21.840 14.237
H -14.893 20.596 12.890
H -17.001 19.569 13.659
H -17.030 20.714 15.037
H -15.210 18.482 14.444
H -17.115 18.139 15.866
H -16.492 19.330 16.867
H -15.431 17.370 17.841
H -14.231 17.926 16.812
H -14.068 15.239 17.218
H -13.383 16.146 15.823
H -14.322 14.724 15.564
*
```

Computed properties:
* electronic energy: -5320.64037 a.u.
* HOMO-LUMO gap: 8.58 eV

***

The following is a quantum chemistry calculation of C30H30FeN5O4 as an isolated structure in a non-equilibrium geometry, from OMol25.

```
! wB97M-V def2-TZVPD RIJCOSX def2/J DEFGRID3
* xyz 0 2
Fe -1.569 -0.162 -1.480
O -3.684 -2.273 0.661
C -2.997 -1.442 0.120
O -1.807 -1.675 -0.360
C -3.548 -0.016 0.047
C -4.730 0.241 0.726
C -5.254 1.517 0.734
C -4.613 2.502 0.011
C -3.449 2.171 -0.649
N -2.903 0.962 -0.590
H -5.196 -0.586 1.243
H -6.153 1.749 1.291
H -5.018 3.502 -0.059
H -2.924 2.898 -1.257
N -0.400 1.413 -2.531
C -1.145 2.004 -3.647
C -2.389 1.155 -3.952
O -3.102 1.472 -4.886
O -2.550 0.161 -3.149
H -0.097 2.099 -1.853
H 0.424 0.921 -2.856
H -0.559 2.062 -4.562
H -1.488 3.009 -3.402
C 3.820 0.794 3.040
C 3.662 -0.676 2.751
C 4.547 -1.614 3.267
C 4.395 -2.970 3.010
C 3.338 -3.407 2.230
C 2.437 -2.492 1.704
C 2.603 -1.131 1.956
N 1.678 -0.175 1.466
C 0.982 -0.217 0.282
N 1.613 -0.913 -0.682
C 1.104 -1.476 -1.883
C -0.204 -1.292 -2.306
C -0.608 -1.968 -3.463
C 0.272 -2.761 -4.185
C 1.588 -2.880 -3.768
C 2.022 -2.247 -2.615
C 3.459 -2.378 -2.168
N -0.105 0.499 0.084
C -0.669 1.032 1.293
C -1.188 0.182 2.273
C -1.780 0.694 3.417
C -1.838 2.068 3.606
C -1.274 2.911 2.661
C -0.684 2.413 1.500
C -0.080 3.350 0.488
H 4.759 0.986 3.556
H 3.009 1.165 3.675
H 3.806 1.378 2.117
H 5.375 -1.273 3.880
H 5.095 -3.682 3.429
H 3.197 -4.464 2.041
H 1.588 -2.833 1.123
H 1.350 0.508 2.126
H 2.480 -1.322 -0.373
H -1.630 -1.871 -3.808
H -0.065 -3.275 -5.079
H 2.290 -3.478 -4.339
H 4.048 -2.865 -2.944
H 3.556 -2.985 -1.260
H 3.913 -1.402 -1.972
H -1.119 -0.891 2.127
H -2.205 0.017 4.150
H -2.306 2.483 4.492
H -1.291 3.983 2.828
H -0.015 4.360 0.892
H -0.697 3.394 -0.414
H 0.921 3.030 0.192
*
```

Computed properties:
* relative energy (zero: lowest compared OMol25 entry of this formula, charge and spin): 57.2 kcal/mol
* electronic energy: -2999.70489 a.u.
* HOMO-LUMO gap (alpha / beta): 7.81 / 8.16 eV

***

The following is a quantum chemistry calculation of a 4-piece molecular cluster, C30H46ClF13O14SSi overall, from OMol25.

```
! wB97M-V def2-TZVPD RIJCOSX def2/J DEFGRID3
* xyz 0 1
C -4.858 -0.103 1.411
C -5.228 -0.687 0.078
O -5.776 -0.069 -0.780
O -4.906 -2.006 -0.093
C -3.803 -2.283 -0.972
C -2.622 -2.929 -0.267
C -2.185 -2.252 1.028
C -1.154 -3.080 1.818
C 0.049 -2.334 2.472
Si 1.128 -1.514 1.072
C 1.243 -2.790 -0.301
C 0.495 0.057 0.276
C 2.904 -1.190 1.603
C 0.932 -3.490 3.055
S 1.648 -3.423 4.696
O 1.342 -4.636 5.373
O 3.005 -2.979 4.580
O 0.817 -2.306 5.457
C 0.427 -1.095 4.771
C 1.612 -0.195 4.439
C 2.054 0.691 5.613
C 1.522 2.100 5.533
F 1.659 2.714 6.723
F 0.189 2.089 5.255
C 2.230 3.000 4.454
F 3.073 2.235 3.724
F 2.966 3.947 5.042
C 1.304 3.674 3.399
F 2.121 4.308 2.530
F 0.668 2.708 2.721
C 0.262 4.706 3.959
F 0.441 4.832 5.286
F -0.984 4.258 3.742
C 0.353 6.144 3.365
F 1.573 6.646 3.612
F -0.547 6.882 4.036
C 0.033 6.253 1.825
F -1.079 6.959 1.631
F -0.146 5.036 1.288
F 1.039 6.848 1.183
C -0.511 -1.479 3.628
Cl -1.306 0.043 3.109
H -4.951 -0.830 2.217
H -3.816 0.225 1.378
H -5.494 0.757 1.606
H -3.512 -1.368 -1.496
H -4.172 -2.979 -1.729
H -2.861 -3.977 -0.054
H -1.805 -2.936 -0.995
H -1.823 -1.244 0.834
H -3.082 -2.142 1.640
H -1.671 -3.583 2.645
H -0.765 -3.880 1.183
H 1.731 -3.719 0.005
H 1.820 -2.342 -1.115
H 0.265 -3.048 -0.709
H -0.422 -0.078 -0.300
H 1.274 0.354 -0.438
H 0.363 0.888 0.968
H 3.548 -1.473 0.765
H 3.066 -0.131 1.815
H 3.231 -1.774 2.465
H 1.817 -3.658 2.435
H 0.370 -4.425 3.077
H -0.198 -0.581 5.503
H 2.462 -0.803 4.151
H 1.353 0.416 3.573
H 3.142 0.737 5.667
H 1.709 0.286 6.568
H -1.315 -2.054 4.097
C 3.537 -2.251 -5.274
O 3.468 -1.349 -4.165
C 3.294 -0.071 -4.508
O 3.194 0.349 -5.631
O 3.247 0.656 -3.394
C 3.044 2.059 -3.598
H 3.678 -3.237 -4.840
H 2.613 -2.220 -5.850
H 4.376 -2.000 -5.920
H 2.096 2.241 -4.101
H 3.856 2.482 -4.187
H 3.031 2.502 -2.608
C 1.008 6.900 -2.846
O 1.163 5.961 -3.915
C 1.637 6.485 -5.046
O 1.930 7.639 -5.220
O 1.735 5.507 -5.946
C 2.238 5.925 -7.221
H 0.623 6.327 -2.008
H 1.966 7.348 -2.588
H 0.304 7.682 -3.123
H 3.240 6.337 -7.119
H 1.581 6.671 -7.664
H 2.259 5.028 -7.833
C -4.652 -7.410 -2.242
O -4.888 -7.515 -3.649
C -4.278 -6.583 -4.380
O -3.570 -5.706 -3.955
O -4.585 -6.785 -5.659
C -3.997 -5.844 -6.564
H -5.207 -8.227 -1.792
H -3.590 -7.509 -2.023
H -5.015 -6.456 -1.864
H -2.911 -5.889 -6.509
H -4.332 -4.834 -6.335
H -4.337 -6.139 -7.552
*
```

Computed properties:
* relative energy (zero: lowest compared OMol25 entry of this formula, charge and spin): 0.0 kcal/mol
* electronic energy: -4670.29273 a.u.
* HOMO-LUMO gap: 10.76 eV